Entry 1:
The following is a DFT calculation (wB97M-V/def2-TZVPD) of C19H23BeN2O7Se2Si as an isolated structure in a non-equilibrium geometry.

Summary:
Gap between HOMO and LUMO = 4.6 eV
Relative energy (zero: lowest compared OMol25 entry of this formula, charge and spin) = 47.4 kcal/mol
LUMO level = 1.583 eV

```
! wB97M-V def2-TZVPD RIJCOSX def2/J DEFGRID3
* xyz -1 1
Be -0.343 -0.860 0.357
C -1.763 1.481 2.134
Se -1.480 1.017 0.235
C -3.727 0.448 0.225
C -3.980 -0.389 -0.999
Se -3.926 -2.292 -0.565
C -3.238 -2.901 -2.279
H -1.360 0.675 2.742
H -2.832 1.578 2.308
H -1.240 2.412 2.350
H -4.226 1.417 0.116
H -4.072 -0.046 1.138
H -3.210 -0.186 -1.766
H -4.964 -0.205 -1.437
H -3.836 -2.457 -3.071
H -3.317 -3.986 -2.310
H -2.196 -2.599 -2.371
O 3.261 -0.628 0.833
C 2.156 -1.107 0.696
O 1.059 -0.399 0.728
C 1.969 -2.569 0.473
C 3.097 -3.360 0.444
C 2.996 -4.729 0.241
C 1.753 -5.324 0.133
C 0.610 -4.555 0.189
C 0.677 -3.124 0.282
O -0.389 -2.369 0.131
N -0.645 -5.258 0.142
O -1.598 -4.790 0.720
O -0.667 -6.328 -0.455
N 4.191 -5.531 0.188
O 5.268 -4.963 0.238
O 4.069 -6.742 0.100
H 4.067 -2.899 0.551
H 1.679 -6.395 0.018
C 1.784 2.201 1.942
Si 0.736 2.166 0.339
C 1.722 1.606 -1.194
C 0.332 4.001 -0.077
C -0.977 4.434 -0.288
C -1.251 5.738 -0.678
C -0.211 6.638 -0.858
C 1.098 6.231 -0.641
C 1.363 4.924 -0.261
H 2.805 1.886 1.729
H 1.380 1.509 2.680
H 1.810 3.200 2.380
H 2.571 0.992 -0.898
H 2.092 2.455 -1.769
H 1.082 1.005 -1.845
H -1.784 3.727 -0.135
H -2.275 6.050 -0.844
H -0.416 7.660 -1.156
H 1.912 6.934 -0.777
H 2.388 4.604 -0.107
*
```

natural (NBO) population analysis, charges in e, atoms 1 to 4: 1.598, -0.800, -0.065, -0.776

Entry 2:
The following is a DFT calculation (wB97M-V/def2-TZVPD) of C12H10Cl5MnN7S2 as an isolated structure.

Summary:
Gap between HOMO and LUMO (alpha / beta) = 4.9 / 7.5 eV
LUMO level (alpha / beta) = -10.152 / -7.701 eV

```
! wB97M-V def2-TZVPD RIJCOSX def2/J DEFGRID3
* xyz 2 4
Mn 0.274 -0.723 -0.153
Cl 0.350 0.815 3.315
C -0.337 -0.721 2.947
C -0.461 -1.157 1.633
C -1.035 -2.384 1.403
Cl -1.064 -2.791 -0.316
C -1.496 -3.245 2.379
Cl -2.166 -4.753 1.978
C -1.379 -2.791 3.698
Cl -1.942 -3.774 4.965
C -0.804 -1.535 3.980
Cl -0.689 -1.012 5.600
N 1.613 0.344 0.395
C 2.486 1.089 0.754
N 3.303 1.910 1.085
C 4.581 2.150 1.290
N 5.695 2.393 1.443
N 2.931 -0.930 -4.018
C 2.277 -0.408 -2.996
N 2.553 0.817 -2.587
S 1.040 -1.407 -2.293
H 3.659 -0.429 -4.506
H 2.725 -1.868 -4.322
H 3.282 1.368 -3.015
H 2.078 1.191 -1.784
S -1.359 0.878 -0.597
C -2.612 1.035 0.614
N -3.875 0.837 0.299
C -4.774 1.164 1.422
C -3.784 1.668 2.498
N -2.474 1.468 1.845
H -4.171 0.450 -0.584
H -5.306 0.269 1.736
H -5.494 1.921 1.124
H -3.842 1.095 3.419
H -3.919 2.723 2.726
H -1.594 1.798 2.215
*
```

Mulliken population analysis, charges in e, atoms 1 to 4: -0.489, -0.136, 0.976, -0.945

Entry 3:
The following is a DFT calculation (wB97M-V/def2-TZVPD) of a 2-piece molecular cluster, CH5S2 overall in a non-equilibrium geometry.

Summary:
Gap between HOMO and LUMO = 6.4 eV
Relative energy (zero: lowest compared OMol25 entry of this formula, charge and spin) = 12.6 kcal/mol
LUMO level = 3.655 eV

```
! wB97M-V def2-TZVPD RIJCOSX def2/J DEFGRID3
* xyz -1 1
S -0.710 0.800 1.931
H -0.309 0.728 3.324
C -0.131 -0.157 -1.169
S 1.031 -1.313 -0.390
H -0.151 -0.429 -2.198
H -1.120 -0.162 -0.813
H 0.195 0.907 -1.310
H 1.196 -0.375 0.625
*
```

natural (NBO) population analysis, charges in e, atoms 1 to 4: -1.048, 0.097, -0.723, -0.151

Entry 4:
The following is a DFT calculation (wB97M-V/def2-TZVPD) of a 2-piece molecular cluster, C3H8OS2 overall in a non-equilibrium geometry.

Summary:
Gap between HOMO and LUMO (alpha / beta) = 7.9 / 8.0 eV
Relative energy (zero: lowest compared OMol25 entry of this formula, charge and spin) = 94.6 kcal/mol
LUMO level (alpha / beta) = 0.411 / 0.506 eV

```
! wB97M-V def2-TZVPD RIJCOSX def2/J DEFGRID3
* xyz 0 1
C -0.743 -0.733 -0.944
C 0.041 0.629 1.595
C 0.955 0.115 0.603
O -0.127 -0.374 -2.098
S -1.435 -0.363 1.897
S 2.059 1.147 -0.372
H -1.513 -0.088 -0.606
H -0.841 -1.893 -0.651
H -0.529 1.667 1.309
H 0.414 0.830 2.595
H 1.444 -0.873 0.849
H -0.104 0.639 -2.010
H -0.761 -1.309 2.704
H 2.115 0.234 -1.271
*
```

natural (NBO) population analysis, charges in e, atoms 1 to 4: 0.014, -0.586, -0.452, -0.686